1.
{"formula": "C8H20O", "method": "ωB97M-V with the def2-TZVPD basis set", "species": ["H", "H", "H", "C", "H", "H", "H", "H", "H", "C", "H", "C", "H", "H", "H", "H", "C", "H", "H", "H", "H", "H", "C", "C", "H", "H", "C", "C", "O"], "xyz": [[-1.269, 4.884, -0.663], [-0.978, 2.090, -1.931], [-0.540, 5.029, 1.775], [0.477, 3.490, 2.893], [-2.456, -0.658, 0.002], [0.923, 3.748, 5.013], [-3.996, 0.144, -0.436], [0.478, 2.385, 2.956], [-2.786, 0.401, 3.444], [-0.965, 3.192, -1.979], [-0.250, 2.240, 0.519], [-2.782, -0.271, 2.570], [-1.714, 3.521, -2.719], [-3.295, -1.208, 2.844], [-1.549, 3.604, 2.160], [-4.015, -1.361, 0.535], [-1.268, 3.779, -0.600], [0.188, 5.179, 4.225], [-0.823, 3.751, 4.611], [0.032, 3.518, -2.318], [1.487, 3.810, 2.570], [0.758, 3.665, 0.133], [-3.473, -0.418, 0.356], [0.175, 4.077, 4.272], [-1.736, -0.505, 2.311], [-2.277, 3.459, -0.277], [-0.539, 3.924, 1.839], [-0.252, 3.346, 0.455], [-3.443, 0.395, 1.512]], "lowdin_charge": [0.11, 0.07, 0.12, -0.29, 0.08, 0.07, 0.09, 0.11, 0.09, -0.13, 0.12, -0.14, 0.07, 0.09, 0.12, 0.09, -0.29, 0.07, 0.07, 0.07, 0.11, 0.12, -0.14, -0.13, 0.08, 0.11, -0.25, -0.25, -0.25], "gap_ev": 11.0, "de_lowest_kj_mol": 0.0, "e_homo_ev": -9.99, "energy_ev": -10667.3352, "e_lumo_ev": 0.983, "smiles": "CCCCCC.COC"}

2.
{"formula": "C8H20O2SSi", "method": "ωB97M-V with the def2-TZVPD basis set", "species": ["S", "C", "H", "C", "H", "H", "C", "C", "Si", "C", "H", "H", "H", "H", "O", "C", "H", "C", "O", "H", "H", "H", "H", "H", "H", "H", "H", "H", "H", "H", "H", "C"], "xyz": [[-1.129, -2.145, 1.223], [0.711, -1.079, -1.943], [-1.030, 2.919, 0.313], [0.726, 1.711, -0.309], [-2.121, -0.981, -1.555], [1.343, -1.483, 1.616], [0.301, -1.094, 1.341], [-0.916, -3.553, 2.498], [-0.210, 0.031, -0.710], [2.252, 1.660, 0.009], [-0.363, 1.704, 1.474], [1.809, -0.751, -1.992], [-0.663, -3.071, 3.350], [-2.588, 0.249, -0.389], [-2.184, -1.257, 1.627], [-0.178, 2.412, 0.778], [0.423, -2.184, -1.676], [-2.101, -0.026, -1.284], [-1.222, -2.898, -0.018], [-0.290, 2.646, -1.918], [2.410, 0.795, 0.730], [0.019, -0.444, 2.094], [1.103, 2.032, -2.529], [2.704, 1.454, -0.870], [1.272, 3.400, -1.402], [-1.827, -4.144, 2.429], [0.336, -0.953, -3.012], [2.735, 2.593, 0.542], [0.323, 3.315, 1.144], [-2.169, 0.717, -2.030], [-0.183, -4.110, 2.089], [0.707, 2.535, -1.619]], "lowdin_charge": [0.55, -0.21, 0.09, -0.60, -0.03, 0.08, -0.24, -0.08, 0.81, -0.09, 0.01, 0.04, 0.02, 0.01, -0.36, -0.07, 0.06, -0.11, -0.37, 0.05, 0.08, -0.02, 0.09, 0.01, 0.07, 0.07, 0.04, 0.13, 0.08, 0.02, 0.01, -0.12], "gap_ev": 10.0, "de_lowest_kj_mol": 171.2, "e_homo_ev": -9.44, "energy_ev": -31425.2442, "e_lumo_ev": 0.587}

3.
{"formula": "C8H20O4", "method": "ωB97M-V with the def2-TZVPD basis set", "species": ["H", "C", "H", "H", "H", "H", "H", "O", "C", "H", "C", "H", "H", "H", "H", "O", "H", "H", "H", "C", "C", "C", "H", "C", "H", "O", "C", "H", "H", "H", "O", "H"], "xyz": [[-1.268, 2.022, -3.204], [-1.981, 2.364, 1.143], [-2.363, 1.740, 1.951], [-0.037, 2.354, -2.043], [1.177, -0.097, -0.653], [-0.328, 1.358, 0.768], [-2.304, -0.603, 1.443], [0.354, 0.961, 1.544], [0.043, -1.083, 2.757], [-1.254, -1.523, 0.384], [-0.263, -0.081, 1.670], [-1.645, 3.187, 1.774], [2.474, -2.576, 0.274], [-0.279, 0.661, -2.374], [0.506, -1.360, -1.657], [3.568, -1.235, -2.419], [-0.902, -1.554, 3.027], [-2.841, 2.656, 0.540], [1.361, 0.078, -2.366], [-0.796, 1.618, -2.309], [1.341, -0.665, -1.569], [2.657, -1.517, -1.624], [2.138, -3.538, -1.001], [-1.413, -0.537, 0.820], [-1.470, 1.846, -0.514], [-0.847, 2.028, 0.317], [2.796, -2.703, -0.760], [3.785, -3.161, -0.754], [0.740, -1.869, 2.466], [-1.559, 0.266, 0.096], [-1.801, 1.461, -1.328], [0.414, -0.500, 3.600]], "lowdin_charge": [0.08, -0.04, 0.09, 0.09, 0.07, -0.19, 0.11, 0.18, 0.01, 0.11, -0.38, 0.09, 0.07, 0.03, 0.09, 0.05, 0.09, 0.11, 0.07, -0.14, -0.01, -0.43, 0.09, 0.01, -0.28, -0.07, -0.04, 0.09, 0.09, 0.06, -0.18, 0.09], "gap_ev": 8.4, "de_lowest_kj_mol": 567.6, "e_homo_ev": -8.29, "energy_ev": -16803.6382, "e_lumo_ev": 0.127}

4.
{"formula": "C8H21B2BeF8NO4", "method": "ωB97M-V with the def2-TZVPD basis set", "species": ["F", "H", "C", "H", "H", "H", "H", "C", "O", "H", "B", "F", "F", "C", "H", "O", "C", "H", "H", "F", "C", "Be", "H", "H", "H", "C", "F", "H", "B", "N", "H", "H", "H", "F", "C", "O", "F", "H", "C", "H", "F", "H", "H", "H", "O"], "xyz": [[28.872, -30.188, 19.177], [31.021, -28.827, 13.857], [26.748, -28.229, 18.912], [32.169, -27.650, 19.744], [27.030, -29.165, 19.395], [25.409, -29.269, 17.639], [29.072, -28.808, 20.545], [29.920, -28.149, 20.411], [29.415, -29.408, 15.144], [32.004, -27.848, 16.076], [29.618, -31.268, 18.642], [28.773, -26.787, 15.318], [28.110, -24.973, 16.586], [26.263, -28.594, 17.526], [25.908, -27.731, 16.963], [27.754, -27.312, 18.586], [31.702, -29.688, 15.704], [30.648, -28.506, 21.144], [31.468, -26.742, 18.422], [29.963, -24.787, 15.272], [30.696, -29.579, 14.590], [29.366, -28.471, 17.262], [27.437, -28.993, 14.528], [27.791, -26.628, 19.263], [28.348, -30.012, 13.412], [31.604, -27.756, 18.813], [28.925, -32.449, 18.966], [28.766, -28.305, 13.612], [29.187, -25.652, 16.039], [31.539, -28.558, 16.645], [31.443, -30.570, 16.290], [30.732, -30.517, 14.024], [25.853, -27.804, 19.379], [29.647, -31.091, 17.228], [32.373, -28.586, 17.838], [27.416, -29.173, 16.859], [30.031, -26.199, 17.069], [29.685, -27.117, 20.685], [28.426, -29.198, 14.138], [32.596, -29.617, 18.117], [30.879, -31.328, 19.240], [27.169, -30.055, 16.563], [33.349, -28.102, 17.728], [32.697, -29.736, 15.256], [30.325, -28.314, 19.068]], "lowdin_charge": [0.06, 0.14, -0.22, 0.14, 0.12, 0.14, 0.09, -0.06, -0.23, 0.14, -1.21, 0.12, 0.14, -0.15, 0.14, -0.04, -0.16, 0.11, 0.13, 0.13, -0.21, 0.78, 0.08, 0.13, 0.10, -0.19, 0.11, 0.09, -1.23, -0.02, 0.11, 0.14, 0.14, 0.10, -0.15, -0.05, 0.08, 0.11, -0.07, 0.13, 0.13, 0.13, 0.14, 0.14, -0.21], "gap_ev": 11.1, "de_lowest_kj_mol": 0.0, "e_homo_ev": -10.80, "energy_ev": -41822.2722, "e_lumo_ev": 0.280}

5.
{"formula": "C8H21B2N2O8P", "method": "ωB97M-V with the def2-TZVPD basis set", "species": ["O", "H", "H", "H", "C", "H", "H", "H", "O", "O", "C", "H", "B", "C", "C", "H", "H", "H", "H", "C", "O", "H", "C", "H", "C", "H", "H", "N", "H", "H", "H", "C", "H", "H", "O", "B", "N", "H", "O", "O", "P", "O"], "xyz": [[-1.027, -2.477, -1.379], [-1.674, -4.391, -0.637], [3.994, 0.020, 2.484], [2.908, -1.565, 2.131], [1.807, 0.446, 1.642], [-5.384, 1.132, 0.965], [1.428, 1.093, -2.766], [-5.467, 1.042, -0.708], [-1.855, -0.082, 0.318], [-3.447, -2.639, -2.217], [0.911, 0.470, -1.888], [3.133, 0.042, -1.436], [-3.686, 1.896, 0.067], [2.748, 3.518, 0.576], [-1.377, -3.313, -0.220], [1.915, -1.043, -0.420], [2.298, 3.591, 1.679], [3.804, 2.012, -0.785], [-2.641, 2.799, 1.620], [0.017, -3.554, 0.669], [-2.816, 1.961, -1.123], [-3.510, -2.729, -3.233], [3.285, 1.978, 0.290], [-0.245, -3.978, 1.753], [2.134, 0.052, -0.826], [0.488, -0.546, -2.286], [-2.238, -2.849, 0.451], [2.072, 1.072, 0.290], [1.810, 3.709, -0.138], [0.673, -4.324, 0.072], [2.559, -0.430, 3.620], [2.915, -0.441, 2.481], [4.118, 1.657, 1.049], [0.629, -2.539, 0.803], [0.576, 0.646, 2.191], [-2.212, -1.843, -1.995], [-4.813, 0.872, 0.115], [3.576, 4.335, 0.385], [-0.081, 1.370, -1.282], [-3.565, 2.822, 1.233], [-1.646, 0.624, -1.116], [-2.114, -0.417, -2.431]], "lowdin_charge": [-0.06, 0.14, 0.07, 0.09, -0.27, 0.08, 0.14, 0.09, -0.30, 0.07, -0.18, 0.13, -0.59, -0.11, -0.22, 0.12, 0.09, 0.13, 0.11, -0.09, -0.08, 0.14, -0.23, 0.09, -0.13, 0.12, 0.15, -0.15, 0.09, 0.08, 0.10, -0.04, 0.11, 0.06, -0.03, -0.54, 0.12, 0.08, -0.23, 0.04, 0.87, -0.07], "gap_ev": 9.5, "e_homo_ev": -9.34, "energy_ev": -38640.0044, "e_lumo_ev": 0.156, "smiles": "CCOB(O)O[P@@](=O)(OCCN(CC)C(C)=O)OB(N)O"}

6.
{"formula": "C8H21BF4NO8PZn", "method": "ωB97M-V with the def2-TZVPD basis set", "species": ["O", "C", "C", "F", "F", "H", "H", "O", "H", "O", "F", "Zn", "P", "O", "H", "H", "H", "F", "C", "H", "O", "H", "C", "H", "H", "C", "C", "H", "B", "H", "C", "H", "N", "H", "H", "O", "H", "H", "H", "C", "O", "H", "H", "H", "O"], "xyz": [[-3.726, 1.378, 0.260], [0.578, -2.048, -0.935], [-0.688, 2.049, -3.861], [0.348, -1.661, 4.399], [2.014, -1.582, 2.830], [1.919, -1.697, 0.415], [0.363, 3.755, -2.898], [-3.737, -0.822, -0.512], [0.772, 3.463, 1.031], [0.647, 1.334, 0.704], [1.414, 0.221, 4.065], [-0.511, -0.307, 0.636], [-2.838, 0.341, -0.423], [-1.395, 0.513, -0.854], [-1.558, -2.389, 2.818], [-0.117, -1.601, -1.646], [-1.017, 2.038, -1.144], [0.181, -0.439, 2.452], [0.304, 2.574, 1.454], [-1.640, 2.500, -4.142], [-0.868, -2.250, 0.949], [3.091, -0.324, -0.725], [2.020, 1.126, 0.376], [-0.107, -3.369, 2.590], [-0.992, -3.621, -0.574], [-1.056, -3.079, 2.140], [-0.243, -3.022, -0.056], [-1.032, 0.645, -2.475], [1.029, -0.890, 3.464], [-0.095, 2.074, -4.775], [-0.003, 2.746, -2.705], [2.313, 1.973, -0.244], [1.232, -1.095, -0.016], [0.521, -3.655, 0.395], [0.648, 2.299, 2.451], [-0.830, 0.682, -3.412], [1.331, -2.498, -1.582], [-1.523, -4.034, 1.900], [-0.783, 2.661, 1.444], [2.042, -0.075, -0.564], [-0.816, 2.898, -1.521], [0.842, 2.116, -2.428], [2.650, 0.841, 1.219], [1.653, 0.350, -1.489], [-2.334, -0.117, 0.987]], "lowdin_charge": [-0.43, -0.15, -0.23, 0.12, 0.16, 0.13, 0.10, -0.39, 0.08, -0.28, 0.20, 0.57, -0.06, -0.42, 0.11, 0.12, -0.02, 0.12, 0.01, 0.11, -0.25, 0.12, -0.17, 0.08, 0.13, -0.03, -0.18, -0.01, -1.44, 0.10, -0.25, 0.12, -0.07, 0.11, 0.09, -0.11, 0.12, 0.09, 0.10, -0.19, -0.09, 0.09, 0.13, 0.11, -0.46], "gap_ev": 3.1, "charge": -2, "de_lowest_kj_mol": 346.6, "e_homo_ev": 1.34, "energy_ev": -95763.9082, "e_lumo_ev": 4.468}